Computed, not measured: a 14-piece molecular cluster, C56H112O14 overall at a distorted geometry, with ωB97M-V/def2-TZVPD.

Geometry as XYZ:
```
182
Properties=species:S:1:pos:R:3:mulliken_charge:R:1
C 3.298 -3.345 2.937 -0.68
C 2.691 -4.694 2.905 -0.78
C 1.232 -4.312 3.220 -0.46
O 1.052 -3.242 2.238 0.51
C 2.272 -2.516 2.128 0.40
H 4.343 -3.235 2.650 0.45
H 3.308 -2.998 3.970 0.36
H 3.068 -5.344 3.694 0.49
H 2.728 -5.256 1.972 0.18
H 1.065 -3.806 4.170 0.03
H 0.389 -4.996 3.121 0.27
H 2.193 -1.510 2.541 -0.26
H 2.649 -2.504 1.106 -0.65
C -1.291 -5.868 0.857 -0.14
C -1.644 -6.119 -0.543 0.30
C -3.176 -6.049 -0.460 -0.79
O -3.459 -5.143 0.586 -0.36
C -2.358 -4.884 1.326 0.66
H -0.292 -5.438 0.920 -0.27
H -1.335 -6.755 1.491 0.37
H -1.322 -7.135 -0.773 0.44
H -1.231 -5.310 -1.146 -0.63
H -3.493 -7.048 -0.161 0.38
H -3.586 -5.925 -1.463 0.39
H -2.517 -5.083 2.386 0.43
H -2.028 -3.878 1.066 -0.73
C 5.948 0.086 -1.544 -0.78
C 5.990 -1.392 -1.666 -0.34
C 5.485 -1.840 -0.239 -0.38
O 4.590 -0.663 0.157 -0.26
C 4.574 0.365 -0.828 0.53
H 5.929 0.466 -2.566 0.28
H 6.804 0.384 -0.939 0.39
H 7.015 -1.691 -1.886 0.53
H 5.250 -1.649 -2.424 -0.07
H 6.328 -1.914 0.448 0.40
H 4.965 -2.797 -0.293 0.09
H 4.690 1.371 -0.425 0.20
H 3.773 0.347 -1.566 -0.51
C -3.064 -3.277 -3.977 0.08
C -2.385 -3.669 -5.300 -1.02
C -1.027 -2.902 -5.274 -0.06
O -1.323 -1.796 -4.479 -0.32
C -2.555 -1.861 -3.871 0.29
H -2.602 -3.861 -3.181 -0.35
H -4.146 -3.374 -3.883 0.51
H -3.009 -3.473 -6.172 0.33
H -2.352 -4.757 -5.356 0.45
H -0.925 -2.770 -6.351 0.28
H -0.167 -3.375 -4.799 0.01
H -3.331 -1.228 -4.302 0.25
H -2.491 -1.584 -2.819 -0.49
C -2.280 3.102 -3.133 0.32
C -3.073 4.276 -3.740 -0.59
C -4.345 4.213 -2.930 -0.46
O -4.542 2.824 -2.710 -0.48
C -3.307 2.160 -2.537 0.81
H -1.632 3.424 -2.318 -0.41
H -1.539 2.492 -3.651 0.24
H -3.347 4.128 -4.785 0.28
H -2.529 5.220 -3.704 0.38
H -5.250 4.687 -3.311 0.38
H -4.142 4.758 -2.008 0.13
H -3.302 1.196 -3.046 -0.36
H -3.098 2.015 -1.477 -0.24
C 2.643 1.827 3.060 1.72
C 2.838 2.483 4.419 -0.91
C 3.966 3.480 4.274 -0.59
O 4.454 3.340 2.893 -0.52
C 3.987 2.076 2.327 0.42
H 1.890 2.288 2.421 -0.94
H 2.479 0.750 3.047 -0.20
H 3.109 1.586 4.976 0.44
H 1.811 2.753 4.667 0.31
H 4.791 3.185 4.922 0.41
H 3.561 4.482 4.413 0.28
H 4.646 1.256 2.613 0.43
H 3.874 2.186 1.249 -0.87
C 1.760 -5.074 -2.229 -0.67
C 1.354 -3.791 -1.560 1.58
C 2.557 -2.912 -1.980 1.57
O 3.648 -3.768 -2.278 -0.47
C 3.275 -5.085 -2.284 -0.75
H 1.433 -5.129 -3.267 0.23
H 1.209 -5.840 -1.683 0.45
H 1.309 -3.998 -0.491 -0.77
H 0.340 -3.471 -1.798 -0.77
H 2.825 -2.182 -1.216 -0.26
H 2.115 -2.525 -2.897 -0.99
H 3.652 -5.531 -1.363 0.33
H 3.649 -5.732 -3.078 0.33
C 2.232 -0.507 -5.133 -0.17
C 3.527 0.174 -5.448 -0.83
C 3.545 1.460 -4.742 -0.29
O 2.281 1.600 -4.113 -0.32
C 1.557 0.399 -4.115 0.72
H 2.404 -1.528 -4.789 -0.01
H 1.631 -0.674 -6.026 0.38
H 3.584 0.223 -6.535 0.26
H 4.342 -0.474 -5.127 0.25
H 3.738 2.163 -5.551 0.35
H 4.293 1.544 -3.954 0.10
H 0.519 0.464 -4.440 0.22
H 1.608 -0.008 -3.105 -0.71
C 1.196 5.312 2.292 -0.18
C 0.904 6.780 2.169 -0.90
C -0.426 6.675 1.410 -0.53
O -0.976 5.448 1.520 -0.46
C 0.007 4.458 1.723 1.50
H 1.123 5.097 3.358 0.37
H 2.211 5.031 2.013 0.14
H 1.728 7.319 1.700 0.26
H 0.763 7.209 3.161 0.34
H -0.274 6.905 0.356 0.06
H -1.134 7.445 1.717 0.49
H 0.391 4.039 0.793 -0.98
H -0.268 3.651 2.401 -0.10
C -6.634 -2.100 -0.742 -0.59
C -5.888 -2.876 0.316 -0.24
C -4.633 -2.028 0.550 0.48
O -5.121 -0.721 0.432 -0.36
C -6.003 -0.696 -0.703 -0.34
H -7.657 -1.934 -0.405 0.25
H -6.453 -2.669 -1.654 0.30
H -5.570 -3.891 0.079 0.07
H -6.469 -2.921 1.237 0.37
H -3.713 -2.070 -0.034 -0.38
H -4.264 -1.974 1.574 -0.02
H -5.428 -0.530 -1.614 0.08
H -6.841 -0.006 -0.601 0.37
C -3.184 2.716 3.468 0.03
C -3.605 3.623 2.252 -0.03
C -3.873 4.949 3.042 -0.19
O -4.311 4.502 4.319 -0.47
C -4.281 3.095 4.485 -0.53
H -2.149 2.987 3.674 0.03
H -3.180 1.651 3.234 0.09
H -4.511 3.333 1.720 0.30
H -2.840 3.693 1.478 -0.23
H -4.580 5.657 2.610 0.35
H -2.943 5.484 3.235 0.04
H -5.240 2.596 4.344 0.31
H -3.882 2.791 5.453 0.35
C -0.522 -1.945 6.237 -0.63
C -0.495 -1.233 4.900 -0.07
C -1.582 -1.928 4.155 1.19
O -2.366 -2.735 5.014 -0.50
C -1.978 -2.396 6.314 -0.70
H -0.366 -1.249 7.062 0.43
H 0.123 -2.821 6.293 0.21
H 0.413 -1.129 4.306 -0.05
H -0.810 -0.238 5.216 0.24
H -1.272 -2.488 3.273 -0.54
H -2.135 -1.161 3.614 -0.23
H -2.111 -3.111 7.125 0.42
H -2.653 -1.583 6.579 0.30
C -0.731 1.128 0.293 0.62
C -1.453 -0.215 0.316 0.66
C -0.532 -1.276 -0.266 1.39
O 0.485 -0.541 -0.865 0.36
C 0.193 0.857 -0.880 -0.23
H -0.206 1.380 1.214 -0.39
H -1.375 1.987 0.101 -0.08
H -2.301 -0.036 -0.344 -0.54
H -1.923 -0.431 1.276 -0.07
H -0.991 -1.959 -0.981 -0.46
H -0.064 -1.888 0.504 -1.01
H -0.322 1.127 -1.802 0.00
H 1.127 1.416 -0.838 -0.18
C 3.060 5.819 -0.815 -0.51
C 1.871 6.182 -1.793 -0.32
C 1.457 4.699 -2.266 0.04
O 1.866 3.881 -1.149 0.11
C 3.122 4.330 -0.724 -0.19
H 2.944 6.159 0.213 0.01
H 4.064 6.119 -1.116 0.41
H 2.227 6.860 -2.568 0.35
H 1.112 6.762 -1.267 0.03
H 1.844 4.352 -3.225 0.19
H 0.386 4.511 -2.337 -0.27
H 3.935 3.968 -1.354 0.41
H 3.393 4.058 0.296 -0.19
```

Summary:
E_LUMO: 0.60 eV
Frontier orbital gap: 0.35562 Eh
Highest occupied orbital energy: -9.07 eV
Energy above the lowest of the compared OMol25 structures with the same formula, charge and spin: 515.9 kJ/mol

***

Computed, not measured: a 14-piece molecular cluster, C56H112O42 overall at a distorted geometry, with ωB97M-V/def2-TZVPD.

Geometry as XYZ:
```
210
Properties=species:S:1:pos:R:3:mulliken_charge:R:1
C 2.730 -3.179 3.782 -0.92
C 1.265 -3.231 4.388 0.21
O 1.277 -2.872 5.751 -0.09
C 1.421 -3.797 6.726 0.59
O 1.660 -4.985 6.513 -0.56
O 1.360 -3.123 7.987 -0.27
C 1.235 -4.060 9.118 -0.70
H 2.945 -3.469 2.754 0.23
H 3.176 -3.990 4.359 0.43
H 3.143 -2.194 3.998 0.10
H 0.701 -4.158 4.290 0.57
H 0.600 -2.496 3.936 -0.41
H 0.506 -4.856 8.967 0.30
H 0.963 -3.487 10.004 0.25
H 2.190 -4.553 9.303 0.29
C -1.562 -0.329 -4.885 0.52
C -1.723 1.179 -4.549 -0.65
O -0.914 1.502 -3.462 -0.09
C 0.338 1.883 -3.560 0.36
O 0.946 2.189 -4.597 -0.68
O 0.753 2.182 -2.278 0.31
C 1.911 2.934 -2.116 -0.44
H -0.595 -0.825 -4.795 -0.43
H -2.068 -0.623 -5.804 0.42
H -2.169 -0.943 -4.219 -0.41
H -2.793 1.220 -4.344 0.18
H -1.482 1.878 -5.349 0.41
H 2.626 2.806 -2.929 0.47
H 2.396 2.730 -1.161 -0.06
H 1.671 3.997 -2.107 -0.01
C 1.542 -3.654 -6.597 -0.63
C 1.036 -2.468 -7.424 0.24
O 0.135 -2.871 -8.428 -0.37
C -1.185 -3.103 -8.159 0.59
O -1.846 -2.878 -7.143 -0.30
O -1.675 -3.699 -9.300 -0.39
C -3.036 -4.100 -9.330 -0.65
H 2.067 -3.382 -5.681 0.09
H 2.168 -4.258 -7.253 0.37
H 0.713 -4.230 -6.185 0.14
H 1.817 -1.849 -7.864 0.39
H 0.603 -1.687 -6.800 -0.21
H -3.036 -5.078 -9.812 0.30
H -3.681 -3.610 -10.059 0.31
H -3.527 -4.287 -8.376 0.24
C 0.652 7.903 -0.718 -0.97
C 1.898 7.477 -1.563 0.06
O 3.036 7.511 -0.754 -0.39
C 3.319 6.473 0.028 0.58
O 2.557 5.494 0.188 -0.32
O 4.512 6.588 0.592 -0.40
C 4.971 5.571 1.535 -0.25
H -0.282 7.815 -1.271 0.41
H 0.884 8.881 -0.297 0.33
H 0.485 7.196 0.095 0.13
H 1.910 8.197 -2.382 0.29
H 1.758 6.543 -2.107 0.01
H 4.545 5.609 2.538 0.31
H 6.045 5.674 1.682 0.19
H 4.876 4.527 1.236 0.01
C 7.676 2.407 5.738 -1.05
C 8.072 1.437 4.594 0.09
O 8.892 2.095 3.603 -0.36
C 8.475 3.024 2.731 0.69
O 7.329 3.494 2.671 -0.36
O 9.459 3.332 1.754 -0.36
C 9.360 4.451 0.880 -0.28
H 8.535 2.665 6.358 0.31
H 6.856 2.045 6.358 0.34
H 7.334 3.342 5.295 0.27
H 7.245 0.962 4.067 0.01
H 8.619 0.583 4.992 0.33
H 8.524 4.131 0.259 0.01
H 10.247 4.615 0.267 0.19
H 9.231 5.330 1.511 0.27
C 3.090 -0.439 -3.041 -1.51
C 2.168 -1.644 -3.332 1.41
O 2.303 -2.621 -2.262 -0.19
C 1.467 -3.619 -2.230 0.46
O 0.388 -3.732 -2.760 -0.28
O 1.875 -4.486 -1.314 -0.28
C 1.129 -5.708 -1.045 -0.45
H 2.760 0.229 -2.246 -0.21
H 3.148 0.099 -3.987 0.61
H 4.064 -0.862 -2.793 0.57
H 2.543 -1.986 -4.297 -0.03
H 1.182 -1.181 -3.319 -0.79
H 1.579 -6.022 -0.103 0.28
H 1.263 -6.509 -1.772 0.32
H 0.090 -5.558 -0.752 0.04
C -1.067 -1.061 -1.226 0.92
C -0.294 -1.604 0.040 -0.40
O 0.908 -0.826 0.011 1.15
C 1.004 0.245 0.814 -0.71
O 0.076 0.720 1.482 -0.63
O 2.277 0.555 0.804 0.67
C 2.740 1.765 1.495 -0.12
H -1.351 -0.009 -1.255 0.34
H -1.933 -1.695 -1.416 -0.17
H -0.321 -1.217 -2.005 -1.21
H -0.038 -2.652 -0.113 -0.25
H -0.895 -1.544 0.947 0.51
H 2.218 1.881 2.445 -0.14
H 2.368 2.648 0.974 0.00
H 3.824 1.719 1.597 -0.06
C -5.054 -1.280 -7.067 -1.16
C -5.109 -1.738 -5.653 0.78
O -6.397 -1.415 -5.181 -0.36
C -6.568 -0.226 -4.711 0.76
O -5.746 0.694 -4.643 -0.61
O -7.861 -0.178 -4.380 -0.37
C -8.432 0.936 -3.721 -0.66
H -4.033 -1.466 -7.399 0.12
H -5.161 -0.202 -7.188 0.33
H -5.777 -1.810 -7.687 0.36
H -4.235 -1.386 -5.105 -0.25
H -4.868 -2.800 -5.683 0.23
H -8.116 0.977 -2.678 0.25
H -9.502 0.738 -3.658 0.28
H -8.195 1.924 -4.114 0.30
C -2.484 -7.459 0.804 -1.67
C -2.561 -5.977 0.791 1.11
O -2.319 -5.513 2.052 -0.35
C -2.529 -4.208 2.348 0.82
O -3.040 -3.352 1.612 -0.44
O -2.083 -4.087 3.566 -0.33
C -2.323 -2.971 4.413 -0.44
H -2.618 -7.946 -0.162 0.39
H -3.284 -7.975 1.335 0.41
H -1.531 -7.781 1.224 0.35
H -3.577 -5.692 0.520 0.11
H -1.856 -5.579 0.061 -0.57
H -3.257 -2.510 4.090 0.29
H -1.552 -2.254 4.130 0.05
H -2.363 -3.147 5.488 0.25
C -6.382 -1.915 -0.956 -1.22
C -5.426 -3.115 -0.952 -0.10
O -4.483 -2.916 -2.014 -0.02
C -3.751 -3.951 -2.451 0.42
O -3.813 -5.068 -1.962 -0.68
O -3.064 -3.519 -3.581 0.44
C -2.279 -4.441 -4.301 -0.30
H -5.777 -1.035 -0.738 0.19
H -7.168 -2.164 -0.243 0.43
H -6.752 -1.775 -1.971 0.19
H -5.955 -4.064 -1.037 0.54
H -5.009 -3.201 0.051 -0.06
H -1.549 -5.002 -3.718 0.17
H -1.643 -3.908 -5.008 -0.28
H -2.881 -5.112 -4.914 0.35
C 2.079 0.277 5.301 -0.72
C 2.451 1.705 5.467 -0.35
O 1.365 2.617 5.418 -0.25
C 1.644 3.846 4.863 0.82
O 2.739 4.334 4.609 -0.60
O 0.388 4.492 4.737 -0.24
C 0.240 5.797 4.199 -0.59
H 1.467 -0.121 6.111 0.42
H 2.979 -0.338 5.275 0.34
H 1.437 0.139 4.431 -0.03
H 3.113 1.961 4.639 0.16
H 3.074 1.858 6.348 0.40
H -0.661 5.988 3.615 0.23
H 0.974 6.033 3.429 0.18
H 0.411 6.527 4.990 0.32
C -8.639 1.434 3.843 -1.05
C -7.249 2.039 4.234 -0.31
O -6.471 1.944 3.069 -0.26
C -5.568 0.867 2.925 0.62
O -5.438 -0.117 3.620 -0.57
O -4.880 1.119 1.797 -0.32
C -3.676 0.331 1.506 -0.04
H -9.049 1.899 2.947 0.29
H -9.272 1.557 4.722 0.38
H -8.476 0.375 3.639 0.27
H -6.807 1.608 5.133 0.35
H -7.426 3.099 4.416 0.31
H -2.992 1.071 1.090 -0.10
H -3.840 -0.402 0.717 0.06
H -3.270 -0.136 2.404 0.31
C 6.079 2.045 -0.825 -1.22
C 6.708 1.217 0.281 0.29
O 5.992 0.006 0.237 -0.13
C 6.091 -0.875 1.298 0.52
O 6.902 -0.787 2.236 -0.61
O 5.113 -1.848 1.228 -0.21
C 4.343 -2.092 0.024 -0.05
H 6.348 1.693 -1.821 0.42
H 6.481 3.057 -0.870 0.30
H 5.006 2.234 -0.865 0.06
H 6.610 1.724 1.241 -0.22
H 7.762 1.019 0.084 0.50
H 4.959 -2.477 -0.789 0.46
H 3.803 -1.233 -0.376 -0.22
H 3.503 -2.779 0.118 0.00
C -1.605 4.398 -0.173 -0.35
C -3.065 4.023 -0.031 0.19
O -3.662 4.698 1.122 -0.46
C -3.401 4.340 2.444 0.47
O -3.873 4.938 3.382 -0.61
O -2.711 3.212 2.449 0.27
C -2.415 2.567 3.647 -0.60
H -0.960 4.098 0.653 0.25
H -1.554 5.473 -0.348 0.21
H -1.177 3.890 -1.037 -0.02
H -3.216 2.959 0.147 -0.34
H -3.498 4.236 -1.009 0.49
H -2.466 3.122 4.584 0.42
H -1.464 2.043 3.553 0.05
H -3.107 1.737 3.785 0.11
```

Summary:
E_LUMO: 0.46 eV
Frontier orbital gap: 0.39889 Eh
Highest occupied orbital energy: -10.39 eV
Energy above the lowest of the compared OMol25 structures with the same formula, charge and spin: 428.3 kJ/mol

***

Among the records above, which one has the highest highest occupied orbital energy?
C56H112O14